[1]
Formula: C23H33N2O2OsP2
Source: the Open Molecules 2025 dataset
Level of theory: wB97M-V/def2-TZVPD

E_LUMO (alpha / beta) in eV: -9.976 / -12.321
Electronic energy in eV: -52476.7492
Charge: +3
HOMO (alpha / beta) in eV: -16.97 / -17.44
2S+1: 5

Last column: Mulliken spin population.
Element x y z (Å)
Os1 -0.4339 0.0235 -0.0720  2.357
P1 1.2955 -1.1718 -0.7252  0.169
C1 0.6096 -2.3029 -2.0271  0.005
C2 -0.7058 -1.6719 -2.5839  0.033
N1 -1.2708 -0.6055 -1.9003  -0.111
C3 -2.4810 -0.0376 -2.2331  0.043
C4 -3.3768 -0.7514 -3.0480  -0.012
C5 -2.8734 -1.8922 -3.6626  0.035
C6 -1.5579 -2.3038 -3.5003  -0.004
C7 -2.8511 1.2292 -1.4425  0.041
P2 -1.3322 1.9197 -0.6378  0.073
H1 -1.1132 -3.1679 -4.0167  0.000
H2 -4.4240 -0.4030 -3.0789  0.000
H3 -3.5426 -2.4564 -4.3227  0.000
H4 -3.2351 2.0377 -2.0948  0.006
H5 -3.6154 1.0127 -0.6724  0.018
H6 1.4524 -2.4347 -2.7441  0.000
H7 0.4570 -3.2590 -1.4360  -0.002
H8 1.6242 0.7327 -6.0232  0.000
O1 2.0038 -0.0902 -6.4371  0.000
H9 2.7449 -0.3824 -5.8447  0.000
H10 2.6044 2.4321 -1.9016  0.003
O2 2.7244 3.1468 -2.5719  0.000
H11 3.3403 3.7316 -2.1150  0.000
C8 -0.9820 3.1640 -1.8895  0.025
H12 -1.9483 3.4758 -2.3059  -0.001
H13 -0.5860 4.0520 -1.4041  -0.001
H14 -0.2633 2.8211 -2.6340  0.006
C9 -1.8948 3.0179 0.6831  0.037
H15 -1.1000 3.7410 0.8747  -0.003
H16 -2.7787 3.5569 0.3394  0.013
H17 -2.1150 2.4921 1.6110  0.000
C10 1.5889 -2.6881 0.3737  0.061
H18 2.1131 -3.3654 -0.3313  0.014
H19 2.2015 -2.5346 1.2725  -0.009
H20 0.6409 -3.1706 0.6786  0.002
C11 2.9737 -0.6463 -1.0654  0.028
H21 3.5549 -0.4772 -0.1544  -0.003
H22 3.3652 -1.5144 -1.5879  0.005
H23 3.0742 0.2226 -1.7185  0.000
C12 -2.6916 -2.6149 3.6012  0.159
C13 -2.5870 -2.4566 2.2221  -0.029
C14 -1.6593 -1.5333 1.7888  0.134
C15 -0.8465 -0.7978 2.6592  0.028
C16 -0.9934 -0.9021 4.0725  0.151
C17 -1.9263 -1.8519 4.5135  -0.037
N2 0.0132 0.0650 1.9904  0.378
C18 1.1864 0.6152 2.5025  0.005
C19 1.7166 1.8283 1.9879  0.140
C20 2.7706 2.4693 2.6407  -0.016
C21 3.3896 1.8800 3.7444  0.144
C22 2.9610 0.6296 4.1679  -0.049
C23 1.8998 -0.0284 3.5554  0.128
H24 -3.4000 -3.3737 3.9348  0.004
H25 -3.1588 -2.9822 1.4505  -0.001
H26 -1.6176 -1.3943 0.6820  0.029
H27 -0.4200 -0.2510 4.7345  -0.001
H28 -2.0829 -2.0345 5.5772  0.001
H29 1.2642 2.2773 1.0939  0.001
H30 3.0874 3.4378 2.2824  0.000
H31 4.1840 2.4086 4.2543  0.002
H32 3.4435 0.1494 5.0182  0.001
H33 1.5796 -1.0220 3.8758  -0.004



[2]
Formula: C45H29NO7
Source: the Open Molecules 2025 dataset
Level of theory: wB97M-V/def2-TZVPD

E_LUMO in eV: -1.140
Electronic energy in eV: -62959.8522
HOMO in eV: -9.41
Structure (SMILES): NC(=O)CCc1cccc2c1C(=O)c1ccccc1C2=O.O=C1c2ccccc2C(=O)c2ccccc21.O=C1c2ccccc2C(=O)c2ccccc21

Last column: Mulliken charge in e.
Element x y z (Å)
N1 -0.2222 -4.8161 -1.2001  -0.327
C1 -1.2717 -4.5973 -2.1527  0.430
O1 -2.2215 -3.8817 -1.8930  -0.591
C2 -1.2052 -5.2529 -3.5386  -0.573
C3 0.1219 -6.0231 -3.8604  -1.253
C4 0.8479 -5.3116 -5.0070  0.309
C5 0.4099 -5.6119 -6.2961  -0.374
C6 0.9631 -5.0154 -7.4163  -0.784
C7 1.9884 -4.0950 -7.2263  -0.559
C8 2.4503 -3.7702 -5.9756  0.000
C9 1.8901 -4.3987 -4.8362  0.247
C10 2.4568 -4.0418 -3.4885  0.761
O2 2.3273 -4.7038 -2.4783  -0.581
C11 3.2954 -2.7729 -3.3885  0.235
C12 3.5301 -2.2736 -2.1188  -0.416
C13 4.3167 -1.1461 -1.9169  -0.654
C14 4.8739 -0.5397 -3.0445  -0.452
C15 4.6278 -1.0170 -4.3142  -0.666
C16 3.8435 -2.1414 -4.5036  0.351
C17 3.5518 -2.7389 -5.8608  0.353
O3 4.1899 -2.3505 -6.8197  -0.634
H1 -0.6573 -4.8570 -0.2836  0.344
H2 0.4040 -4.0164 -1.2566  0.071
H3 -2.0804 -5.9003 -3.6865  0.376
H4 -1.3008 -4.4419 -4.2773  0.352
H5 -0.1772 -7.0063 -4.2618  0.432
H6 0.7418 -6.2283 -2.9869  0.624
H7 -0.3987 -6.3304 -6.4516  0.373
H8 0.5953 -5.2940 -8.4016  0.403
H9 2.4047 -3.6298 -8.1219  0.455
H10 3.1234 -2.7524 -1.2264  0.457
H11 4.5242 -0.7618 -0.9198  0.501
H12 5.5072 0.3343 -2.8866  0.367
H13 5.0749 -0.5352 -5.1847  0.456
O4 -0.3613 1.1574 4.7511  -0.676
C18 -0.0953 0.3127 3.9189  0.414
C19 1.3138 -0.1106 3.6924  0.304
C20 2.3285 0.4524 4.4580  -0.502
C21 3.6387 0.0382 4.2827  -0.653
C22 3.9415 -0.9420 3.3426  -0.669
C23 2.9359 -1.4939 2.5658  -0.537
C24 1.6208 -1.0767 2.7331  0.307
C25 0.5522 -1.6642 1.8806  0.252
O5 0.8263 -2.4654 1.0098  -0.686
C26 -0.8558 -1.2563 2.1193  0.221
C27 -1.8697 -1.8206 1.3533  -0.703
C28 -3.1893 -1.4701 1.5886  -0.700
C29 -3.5018 -0.5557 2.5895  -0.604
C30 -2.4940 0.0198 3.3464  -0.524
C31 -1.1680 -0.3233 3.1119  0.666
H14 2.0936 1.2105 5.1940  0.524
H15 4.4270 0.4745 4.8831  0.401
H16 4.9643 -1.2737 3.2159  0.435
H17 3.1732 -2.2529 1.8317  0.538
H18 -1.6315 -2.5350 0.5753  0.782
H19 -3.9773 -1.9128 0.9930  0.483
H20 -4.5342 -0.2900 2.7769  0.392
H21 -2.7401 0.7338 4.1214  0.507
O6 -3.4642 3.6235 1.9740  -0.690
C32 -3.0968 4.7228 2.3376  0.463
C33 -3.9889 5.9060 2.1980  0.196
C34 -5.2618 5.7420 1.6647  -0.506
C35 -6.1152 6.8283 1.5653  -0.489
C36 -5.7015 8.0839 1.9996  -0.471
C37 -4.4280 8.2557 2.5163  -0.533
C38 -3.5654 7.1704 2.6121  0.144
C39 -2.1934 7.3725 3.1528  0.639
O7 -1.8076 8.4814 3.4623  -0.669
C40 -1.3097 6.1871 3.3112  0.168
C41 -0.0388 6.3505 3.8471  -0.574
C42 0.7816 5.2488 4.0295  -0.798
C43 0.3356 3.9787 3.6780  0.025
C44 -0.9268 3.8126 3.1295  -0.592
C45 -1.7506 4.9145 2.9397  0.226
H22 -5.5864 4.7652 1.3314  0.470
H23 -7.1079 6.6979 1.1534  0.399
H24 -6.3744 8.9294 1.9324  0.396
H25 -4.1055 9.2334 2.8490  0.467
H26 0.3080 7.3368 4.1257  0.476
H27 1.7705 5.3778 4.4512  0.399
H28 0.9739 3.1193 3.8309  0.366
H29 -1.2694 2.8244 2.8543  0.483